Entry 1:
Molecular formula: C4H12NO
Method: DFT, the ωB97M-V functional and the def2-TZVPD basis

Element x y z (Å)
C: 0.482245 1.161794 2.090424
C: 0.997580 0.442635 0.830304
C: 0.001656 0.631600 -0.271455
C: -0.299835 1.681683 -1.028326
N: -0.913721 -0.544693 -0.442335
H: -0.518628 0.702632 2.238128
H: 0.224842 2.173409 1.762663
H: 1.001541 1.168937 3.039591
H: 1.034595 -0.619095 1.077036
H: 1.982811 0.796208 0.515764
H: -1.183389 1.751380 -1.647995
H: 0.462480 2.442018 -1.156848
H: -0.692591 -1.515761 -0.779910
H: -1.115144 -0.804274 0.538152
H: -1.851093 -0.327413 -0.794278
H: 0.905458 -2.861977 -1.955935
H: -0.470480 -3.555671 -2.131449
O: -0.048327 -2.723411 -1.883531

Cartesian forces (eV/Å) of the 2 atoms listed first:
C -2.03 0.30 -1.12
C 0.59 -0.11 0.36

- Kohn-Sham gap (Ha) = 0.411
- electronic energy (hartree) = -289.320380
- total charge = +1
- LUMO level (eV) = -3.26
- E_HOMO (eV) = -14.44


Entry 2:
Molecular formula: C4H12NO2
Method: DFT, the ωB97M-V functional and the def2-TZVPD basis

Element x y z (Å)
C: 0.190471 0.961637 -0.136626
N: 0.409391 -0.400374 -0.820425
C: 0.521628 -1.601909 0.164006
O: 1.713809 -1.660381 0.907967
C: -1.110079 1.549971 -0.510981
C: -1.091272 1.873640 -1.982626
H: 1.076623 1.500923 -0.504872
H: 0.166318 0.722071 0.981592
H: 1.410672 -0.332042 -0.977973
H: 0.272825 -2.418484 -0.568740
H: -0.388701 -1.397470 0.823332
H: -1.990152 0.871175 -0.262639
H: -1.388050 2.410973 0.138186
H: -2.048962 2.202198 -2.363521
H: -0.875041 0.968099 -2.546467
H: -0.314140 2.658114 -2.254576
H: 1.194121 -2.513403 4.118858
H: 1.133052 -2.355358 2.499945
O: 1.117482 -3.039377 3.295565

Cartesian forces (eV/Å) of the 2 atoms listed first:
C 0.79 -3.32 1.44
N 0.81 0.62 1.13

- Kohn-Sham gap (Ha) = 0.265
- electronic energy (hartree) = -364.813570
- total charge = -1
- LUMO level (eV) = 3.85
- E_HOMO (eV) = -3.36


Entry 3:
Molecular formula: C4H12NO2
Method: DFT, the ωB97M-V functional and the def2-TZVPD basis

Element x y z (Å)
C: 0.454962 -0.775698 1.440807
C: -0.692907 -0.302485 0.513417
C: -1.567475 0.792016 1.155708
N: -0.145247 0.061957 -0.767325
C: 0.830410 1.334457 -1.034279
O: 0.220841 2.321181 -1.584088
H: 0.163020 -0.567413 2.477146
H: 0.700392 -1.824236 1.261964
H: 1.350639 -0.201934 1.226908
H: -1.291112 -1.229749 0.427351
H: -1.050954 1.738861 0.980050
H: -2.489554 0.862376 0.572749
H: -1.784031 0.593096 2.198892
H: -0.846168 0.208513 -1.484414
H: 1.206453 1.509189 -0.005320
H: 1.636322 0.819074 -1.601747
H: 0.656728 -2.389599 -2.052944
H: 1.162486 -1.050367 -1.659454
O: 1.485197 -1.899239 -2.065419

Cartesian forces (eV/Å) of the 2 atoms listed first:
C -0.24 0.74 -0.06
C 0.36 -0.46 0.57

- Kohn-Sham gap (Ha) = 0.253
- electronic energy (hartree) = -364.824097
- total charge = -1
- LUMO level (eV) = 3.99
- E_HOMO (eV) = -2.89


Entry 4:
Molecular formula: C4H12NO2
Method: DFT, the ωB97M-V functional and the def2-TZVPD basis

Element x y z (Å)
C: -0.166788 1.677406 1.262967
C: 0.327386 -1.235315 -1.588575
C: 0.499935 -1.356861 0.936376
C: -0.422782 0.667900 -0.232700
N: 0.638002 -0.525205 -0.263927
O: -0.079314 1.498438 -1.328022
O: -1.636110 0.091716 -0.231416
H: -0.389970 1.115383 2.161749
H: 0.887153 2.063570 1.185644
H: -0.646650 2.570990 1.234198
H: -0.568676 -1.749369 -1.587800
H: 0.430290 -0.498875 -2.354549
H: 1.091994 -2.039520 -1.777000
H: -0.274850 -2.079456 0.850931
H: 1.262590 -2.119378 1.132877
H: 0.399412 -0.811603 1.827132
H: 1.573008 -0.005202 -0.338666
H: -0.514469 2.308653 -1.170100
H: -2.410161 0.426728 0.280881

Cartesian forces (eV/Å) of the 2 atoms listed first:
C 2.82 -3.72 -2.87
C 3.78 -0.70 0.36

- Kohn-Sham gap (Ha) = 0.446
- electronic energy (hartree) = -364.532308
- total charge = +1
- SMILES string = C[NH+](C)C(C)(O)O
- LUMO level (eV) = -3.02
- E_HOMO (eV) = -15.15


Q: The highest E_HOMO belongs to which entry?
A: number 3